Formula: C6H8F3N5O
Source: OMol25
Level of theory: ωB97M-V/def2-TZVPD

Last column: Löwdin charge in e.
CARTESIAN COORDINATES (ANGSTROEM)
C  -0.4659  1.1197  -2.0556  0.01
C  -0.7153  0.0119  -0.2160  -0.22
C  1.1793  -1.8396  -1.5859  -0.34
C  -1.3082  -0.8357  1.9697  -0.14
C  0.4896  0.7339  -0.2200  -0.08
C  1.3617  1.0203  0.9843  -0.54
N  -1.3017  0.3224  -1.4080  0.21
N  1.8967  -1.1549  -2.2581  0.25
N  0.5435  1.4629  -1.3315  0.20
N  -1.0467  -0.9707  0.6908  0.15
N  -1.6467  0.1261  2.7012  0.25
O  0.3440  -2.3805  -0.9578  0.14
F  0.5959  1.5882  1.9144  0.17
F  1.7701  -0.1353  1.5193  0.18
F  2.4018  1.8459  0.7075  0.19
H  -0.5528  1.5579  -3.1239  0.23
H  -1.3447  -1.8193  2.3352  0.17
H  -2.1441  -0.3122  -1.7337  0.27
H  2.8673  -1.1801  -2.6058  0.15
H  1.4234  1.8333  -1.6720  0.21
H  -0.7746  -1.8877  0.2886  0.15
H  -1.9463  -0.2164  3.6735  0.22
H  -1.6264  1.1098  2.3839  0.17

Computed properties:
F_max   7.21 eV/Å
LUMO (spin up / spin down)   -0.282 / -0.416 hartree
Net charge   +2
E_tot   -881.2828 a.u.
Spin multiplicity   3
Orbital gap (spin up / spin down)   6.5 / 7.3 eV